# 1
The following is a quantum chemistry calculation of a single C5H6O2 molecule in a non-equilibrium geometry, from the Open Molecules 2025 dataset.

E_LUMO: 0.038 hartree
HOMO-LUMO gap: 10.2 eV
E_HOMO: -9.2 eV

Each line ends with the Löwdin charge.
Positions of all 13 atoms, in Å:
C1 1.736 -0.139 -0.261  0.02
C2 0.257 0.101 -0.111  -0.36
O1 -0.260 1.334 -0.672  -0.01
C3 -1.439 0.728 -0.131  -0.12
C4 -0.993 -0.746 -0.370  -0.12
O2 -1.246 -1.145 1.008  -0.01
C5 -0.756 0.197 1.127  -0.12
H1 2.328 0.738 0.036  0.09
H2 1.961 -0.336 -1.316  0.09
H3 2.067 -1.002 0.324  0.09
H4 -2.406 1.186 -0.335  0.15
H5 -1.181 -1.474 -1.152  0.15
H6 -0.067 0.559 1.852  0.15

# 2
The following is a quantum chemistry calculation of a single C4H5NS molecule in a non-equilibrium geometry, from the Open Molecules 2025 dataset.

E_LUMO (spin up / spin down): -0.091 / -0.116 hartree
HOMO-LUMO gap (spin up / spin down): 4.4 / 3.1 eV
E_HOMO (spin up / spin down): -6.9 / -6.3 eV

Each line ends with the Löwdin charge.
Positions of all 11 atoms, in Å:
C1 0.330 0.209 -0.954  -0.13
C2 0.595 -0.569 -1.967  -0.02
C3 0.376 -1.507 -0.863  -0.09
C4 -0.384 1.121 -0.014  -0.24
N1 -0.121 0.699 1.304  -0.60
S1 0.866 1.170 2.453  0.65
H1 1.160 -1.932 -0.354  0.03
H2 -0.667 -2.008 -0.918  0.11
H3 -0.184 2.132 -0.117  0.10
H4 -1.419 0.889 -0.054  0.12
H5 -0.552 -0.205 1.485  0.07

# 3
The following is a quantum chemistry calculation of a 8-piece molecular cluster, C23H34N8O13 overall in a non-equilibrium geometry, from the Open Molecules 2025 dataset.

Net charge: -2
E_LUMO: 0.142 hartree
HOMO-LUMO gap: 7.0 eV
E_HOMO: -3.1 eV

Each line ends with the Löwdin charge.
Positions of all 78 atoms, in Å:
C1 0.047 0.562 -0.951  -1.06
O1 -0.056 -0.062 0.094  -0.08
O2 -0.433 1.700 -1.036  -0.09
O3 0.492 0.093 -1.981  -0.03
C2 -0.848 -3.218 5.563  -0.03
C3 -1.007 -1.975 4.879  0.01
C4 -0.582 -1.844 3.546  -0.33
C5 -0.060 -2.914 2.891  -0.04
C6 0.016 -4.125 3.497  -0.02
C7 -0.319 -4.289 4.875  -0.31
O4 -0.246 -5.595 5.344  0.00
O5 -0.680 -0.669 2.878  0.05
H1 -1.157 -3.377 6.585  0.10
H2 -1.483 -1.173 5.423  0.11
H3 0.422 -2.814 1.929  0.11
H4 0.516 -4.933 2.984  0.11
H5 0.027 -6.314 4.769  0.09
H6 -0.638 -0.661 1.919  0.05
C8 4.451 2.757 -0.615  -0.01
C9 3.475 1.881 -1.134  0.01
C10 3.872 0.852 -1.960  -0.29
C11 5.277 0.764 -2.264  0.01
C12 6.223 1.635 -1.636  -0.04
C13 5.786 2.603 -0.769  -0.37
O6 6.674 3.481 -0.191  0.02
O7 3.123 -0.149 -2.531  0.02
H7 4.048 3.532 0.020  0.11
H8 2.434 1.953 -0.854  0.09
H9 5.698 -0.119 -2.721  0.10
H10 7.289 1.529 -1.770  0.10
H11 7.602 3.374 -0.413  0.09
H12 2.203 -0.170 -2.256  0.03
C14 -4.864 -0.395 -1.803  -0.04
C15 -3.846 0.471 -1.595  0.00
C16 -3.699 1.532 -2.545  -0.27
C17 -4.436 1.634 -3.733  0.01
C18 -5.550 0.747 -3.753  -0.04
C19 -5.742 -0.274 -2.861  -0.37
O8 -6.782 -1.112 -3.097  0.02
O9 -2.746 2.518 -2.403  0.03
H13 -4.971 -1.234 -1.131  0.11
H14 -3.197 0.363 -0.739  0.09
H15 -4.263 2.388 -4.487  0.11
H16 -6.197 0.803 -4.616  0.10
H17 -6.674 -1.989 -2.721  0.10
H18 -2.181 2.241 -1.679  0.04
C20 1.640 3.783 1.374  -0.79
O10 2.253 4.697 1.853  0.02
N1 0.856 3.811 0.323  0.15
N2 1.584 2.530 1.799  0.18
H19 0.540 3.076 -0.294  0.05
H20 0.744 4.722 -0.098  0.12
H21 1.115 1.811 1.266  0.08
H22 2.191 2.136 2.504  0.11
C21 3.018 -2.056 0.035  -0.83
O11 4.186 -2.478 0.039  -0.03
N3 2.594 -1.104 0.769  0.20
N4 2.137 -2.493 -0.785  0.19
H23 3.265 -0.674 1.390  0.12
H24 1.674 -0.714 0.622  0.06
H25 2.685 -2.744 -1.595  0.12
H26 1.211 -2.092 -0.843  0.07
C22 -2.961 2.778 1.232  -0.91
O12 -3.952 3.283 1.650  0.03
N5 -2.784 1.547 1.272  0.19
N6 -1.904 3.401 0.922  0.19
H27 -1.934 1.269 0.801  0.08
H28 -3.623 1.028 1.488  0.14
H29 -1.283 2.910 0.295  0.05
H30 -1.941 4.410 0.897  0.12
C23 -1.222 -3.323 -1.800  -0.83
O13 -1.626 -4.430 -2.114  -0.01
N7 -1.098 -2.842 -0.662  0.19
N8 -0.860 -2.464 -2.753  0.18
H31 -1.252 -3.546 0.045  0.12
H32 -0.992 -1.864 -0.435  0.09
H33 -0.413 -1.619 -2.426  0.06
H34 -0.868 -2.757 -3.720  0.11

# 4
The following is a quantum chemistry calculation of C25H30N4O4S as an isolated structure in a non-equilibrium geometry, from the Open Molecules 2025 dataset.

E_LUMO: -0.004 hartree
HOMO-LUMO gap: 7.5 eV
E_HOMO: -7.6 eV

Each line ends with the Löwdin charge.
Positions of all 64 atoms, in Å:
N1 3.582 -3.923 -2.226  0.15
C1 3.366 -2.706 -2.068  -0.17
C2 3.123 -1.367 -1.868  -0.38
C3 2.327 -0.686 -2.725  -0.01
C4 2.197 0.749 -2.734  0.07
C5 3.046 1.304 -1.626  -0.24
C6 4.099 0.602 -0.796  0.11
C7 3.980 -0.764 -1.112  -0.07
H1 4.724 -1.327 -0.496  0.15
H2 4.477 1.228 -0.152  0.05
O1 2.722 2.477 -1.301  -0.01
C8 1.610 3.184 -1.948  -0.09
C9 0.473 2.830 -1.410  -0.51
O2 -0.612 2.351 -1.836  0.05
N2 0.464 2.552 -0.031  0.11
C10 -0.083 1.486 0.876  -0.22
C11 0.321 0.347 0.601  -0.02
C12 -0.231 -0.806 1.392  -0.07
C13 -1.431 -0.503 2.355  -0.08
C14 -1.658 0.707 2.627  -0.04
C15 -1.219 1.818 1.667  -0.14
N3 -1.505 2.978 2.120  -0.07
C16 -1.995 3.946 0.996  -0.16
C17 -3.383 3.967 0.875  -0.30
C18 -4.397 4.409 1.885  -0.10
C19 -3.793 3.605 3.187  -0.08
C20 -2.079 3.648 3.177  -0.11
H3 -2.003 4.478 3.518  0.00
H4 -1.737 2.819 4.093  0.19
H5 -4.059 2.592 3.007  0.07
H6 -4.258 3.830 4.110  0.08
H7 -3.887 5.515 2.148  0.17
H8 -5.268 4.475 1.950  -0.03
H9 -3.725 3.128 0.373  0.09
H10 -3.652 4.765 -0.110  0.20
H11 -1.719 4.939 1.257  0.11
H12 -1.606 3.717 -0.153  0.17
H13 -2.323 0.919 3.506  0.12
H14 -1.668 -1.378 2.956  0.11
S1 0.296 -2.632 1.141  0.68
O3 0.210 -3.133 2.388  -0.22
O4 1.732 -2.511 0.661  -0.32
N4 -0.619 -3.154 -0.131  -0.20
C21 -1.934 -3.315 0.257  -0.34
H15 -2.055 -3.881 1.237  0.15
C22 -2.742 -4.187 -0.641  -0.21
C23 -2.579 -3.671 -2.060  -0.24
C24 -1.126 -3.300 -2.419  -0.24
H16 -1.258 -3.069 -3.485  0.13
H17 -0.563 -4.558 -2.423  0.23
C25 -0.667 -2.530 -1.435  -0.30
H18 0.400 -2.374 -1.617  0.11
H19 -1.298 -1.432 -1.466  0.22
H20 -2.975 -4.428 -2.713  0.10
H21 -3.179 -2.760 -2.035  0.11
H22 -3.721 -4.577 -0.143  0.15
H23 -2.140 -5.267 -0.704  0.16
H24 -2.596 -2.497 0.339  0.11
H25 0.897 -0.038 -0.049  0.04
H26 1.488 2.905 0.804  0.30
H27 1.762 4.454 -1.603  0.26
H28 1.653 3.332 -2.858  0.05
H29 1.356 1.148 -3.180  0.08
H30 1.903 -1.395 -3.422  0.12

# 5
The following is a quantum chemistry calculation of a 2-piece molecular cluster, C3H9NS2 overall in a non-equilibrium geometry, from the Open Molecules 2025 dataset.

SMILES: C=NC.CSS
E_LUMO: 0.011 hartree
HOMO-LUMO gap: 9.4 eV
E_HOMO: -9.1 eV

Each line ends with the Löwdin charge.
Positions of all 15 atoms, in Å:
C1 2.766 3.123 2.202  -0.45
S1 1.585 4.018 1.049  0.33
S2 0.755 2.416 -0.162  0.27
H1 2.906 3.920 3.046  0.07
H2 2.427 2.133 2.406  0.00
H3 3.580 2.912 1.538  0.00
H4 -0.439 2.243 0.402  -0.23
C2 -2.168 -1.785 -0.734  -0.14
C3 -0.997 -3.582 -1.891  -0.13
N1 -1.017 -2.791 -0.932  -0.12
H5 -2.804 -1.812 -1.819  0.11
H6 -3.044 -1.936 0.051  0.09
H7 -1.566 -0.862 -0.511  0.05
H8 -0.378 -4.581 -1.890  0.10
H9 -1.604 -3.417 -2.756  0.04

# 6
The following is a quantum chemistry calculation of C34H34IN7OSr as an isolated structure, from the Open Molecules 2025 dataset.

E_LUMO: 0.007 hartree
HOMO-LUMO gap: 5.7 eV
E_HOMO: -5.5 eV

Each line ends with the Löwdin charge.
Positions of all 78 atoms, in Å:
Sr1 0.631 -0.032 0.949  1.46
C1 -0.719 -3.584 0.786  -0.17
C2 0.537 -3.850 1.623  -0.10
C3 1.805 -3.438 0.922  -0.29
C4 2.485 -4.327 0.097  -0.02
C5 3.629 -3.906 -0.558  -0.05
C6 4.073 -2.607 -0.366  -0.05
C7 3.342 -1.783 0.472  -0.14
N1 2.233 -2.187 1.101  0.03
N2 -1.216 -2.208 0.901  -0.20
C8 -1.957 -1.811 -0.300  -0.14
C9 -1.101 -1.698 -1.540  -0.28
C10 -1.678 -1.858 -2.791  -0.01
C11 -0.909 -1.632 -3.920  -0.05
C12 0.420 -1.277 -3.764  -0.04
C13 0.919 -1.158 -2.480  -0.12
N3 0.184 -1.361 -1.386  0.06
C14 -2.069 -2.076 2.085  -0.13
C15 -2.409 -0.644 2.426  -0.28
C16 -3.723 -0.212 2.506  -0.01
C17 -3.977 1.113 2.832  -0.04
C18 -2.910 1.962 3.065  -0.03
C19 -1.627 1.449 2.961  -0.11
N4 -1.381 0.175 2.658  0.03
H1 -1.515 -4.289 1.068  0.13
H2 -0.488 -3.777 -0.262  0.12
H3 0.589 -4.917 1.847  0.12
H4 0.471 -3.321 2.576  0.12
H5 2.117 -5.338 -0.024  0.12
H6 4.171 -4.584 -1.204  0.11
H7 4.965 -2.235 -0.850  0.11
H8 3.637 -0.753 0.659  0.09
H9 -2.377 -0.815 -0.127  0.11
H10 -2.794 -2.501 -0.493  0.14
H11 -2.724 -2.124 -2.872  0.12
H12 -1.343 -1.718 -4.907  0.11
H13 1.053 -1.076 -4.617  0.11
H14 1.950 -0.871 -2.308  0.11
H15 -1.539 -2.512 2.935  0.13
H16 -3.000 -2.649 1.955  0.13
H17 -4.533 -0.901 2.305  0.11
H18 -4.995 1.475 2.892  0.11
H19 -3.058 3.004 3.309  0.11
H20 -0.757 2.080 3.120  0.10
C20 0.486 3.947 0.557  -0.08
C21 1.292 2.687 0.694  -0.36
N5 1.597 1.925 -0.515  -0.31
N6 0.717 2.044 -1.629  0.09
C22 -0.514 1.677 -1.407  -0.52
O1 -1.016 1.220 -0.319  -0.22
C23 -1.414 1.748 -2.608  -0.14
C24 -0.928 2.058 -3.876  -0.04
C25 -1.773 2.022 -4.974  -0.09
C26 -3.113 1.688 -4.820  -0.10
C27 -3.607 1.399 -3.556  -0.09
C28 -2.760 1.428 -2.457  -0.04
C29 1.890 2.322 1.878  -0.34
C30 1.723 3.120 3.080  -0.06
C31 2.300 2.735 4.246  -0.10
C32 3.069 1.545 4.315  -0.12
C33 3.184 0.822 3.158  -0.21
N7 2.646 1.147 1.972  -0.09
H21 0.191 4.092 -0.480  0.07
H22 1.060 4.830 0.856  0.07
H23 -0.431 3.919 1.158  0.07
H24 0.116 2.319 -3.978  0.11
H25 -1.386 2.262 -5.958  0.10
H26 -3.771 1.666 -5.680  0.10
H27 -4.655 1.154 -3.426  0.10
H28 -3.124 1.202 -1.463  0.11
H29 1.155 4.039 3.029  0.10
H30 2.178 3.351 5.130  0.10
H31 3.549 1.223 5.228  0.08
H32 3.753 -0.107 3.158  0.10
I1 3.517 4.036 -1.671  0.63
C34 2.932 2.023 -0.955  -0.59
H33 3.105 1.397 -1.825  0.03
H34 3.622 1.834 -0.142  0.03

Looking at electronic energy for the records above, in order, we have -344.4097, -608.0447, -2313.2009, -1887.9607, -970.7224, -2103.0637 Ha.
Looking at ΔE to the lowest compared entry with this formula, charge and spin for the records above, in order, we have 504.7, 803.3, 0.0, 2434.1, 286.9, 130.9 kJ/mol.